{"formula": "C14H44O8", "method": "ωB97M-V/def2-TZVPD", "max_force_ev_per_a": 4.8, "energy_ha": -1161.24374, "mol_weight_g_mol": 340.5, "de_lowest_ev": 0.982, "spin_multiplicity": 2, "e_homo_ev": [-11.9, -11.9], "total_charge": 1, "elements": ["O", "H", "H", "H", "O", "H", "H", "H", "C", "C", "C", "O", "H", "H", "H", "H", "H", "H", "H", "C", "C", "C", "O", "H", "H", "H", "H", "H", "H", "H", "C", "C", "O", "H", "H", "H", "H", "H", "H", "C", "C", "O", "H", "H", "H", "H", "H", "H", "C", "C", "O", "H", "H", "H", "H", "H", "H", "C", "C", "O", "H", "H", "H", "H", "H", "H"], "xyz": [[0.39, 0.46, 0.14], [1.13, 0.59, 0.74], [0.15, -0.47, 0.19], [0.52, 0.84, -0.73], [0.78, -3.12, 2.61], [1.73, -3.09, 2.57], [0.45, -2.90, 1.73], [0.47, -2.51, 3.28], [4.12, 0.35, -0.28], [3.68, 1.18, 0.91], [3.16, 2.55, 0.31], [2.73, 0.51, 1.75], [4.43, -0.62, 0.11], [5.00, 0.73, -0.80], [3.25, 0.07, -0.86], [4.54, 1.45, 1.51], [2.89, 3.24, 1.10], [2.29, 2.51, -0.35], [3.95, 3.01, -0.28], [-0.30, -3.56, -1.60], [0.44, -2.92, -0.48], [1.67, -2.18, -1.05], [-0.31, -2.12, 0.42], [0.38, -4.13, -2.23], [-0.91, -2.91, -2.24], [-1.04, -4.23, -1.18], [0.84, -3.76, 0.08], [2.45, -2.02, -0.30], [1.50, -1.26, -1.60], [2.16, -2.77, -1.83], [-3.84, -2.82, -2.71], [-3.87, -2.14, -1.35], [-2.74, -1.30, -1.11], [-3.08, -3.59, -2.84], [-3.64, -2.04, -3.44], [-4.76, -3.36, -2.96], [-4.01, -2.94, -0.62], [-4.74, -1.49, -1.31], [-2.14, -1.82, -0.58], [0.58, 4.82, 1.37], [0.14, 3.47, 1.97], [-0.11, 3.59, 3.33], [-0.32, 5.43, 1.39], [0.96, 4.62, 0.37], [1.22, 5.45, 1.98], [0.96, 2.74, 1.94], [-0.70, 3.04, 1.43], [-0.50, 2.86, 3.82], [-0.63, -0.08, -3.81], [0.59, 0.75, -3.45], [0.27, 1.50, -2.31], [-1.58, 0.46, -3.88], [-0.89, -0.85, -3.08], [-0.36, -0.64, -4.70], [0.86, 1.44, -4.24], [1.53, 0.26, -3.17], [-0.52, 1.99, -2.54], [-3.12, 1.35, 2.80], [-2.05, 0.43, 3.25], [-1.20, 1.06, 4.23], [-3.63, 1.84, 3.62], [-3.75, 0.72, 2.17], [-2.85, 2.20, 2.16], [-1.41, 0.11, 2.42], [-2.64, -0.36, 3.73], [-0.59, 0.37, 4.51]]}

{"formula": "C14H46Ba2F3O12", "method": "ωB97M-V/def2-TZVPD", "max_force_ev_per_a": 3.8, "energy_ha": -1813.09364, "mol_weight_g_mol": 738.2, "de_lowest_ev": 11.811, "e_homo_ev": -14.0, "total_charge": 3, "elements": ["Ba", "Ba", "C", "O", "O", "C", "F", "F", "F", "C", "C", "H", "H", "H", "H", "H", "H", "C", "O", "H", "H", "H", "H", "C", "O", "H", "H", "H", "H", "C", "O", "H", "H", "H", "H", "C", "O", "H", "H", "H", "H", "C", "O", "H", "H", "H", "H", "C", "O", "H", "H", "H", "H", "C", "O", "H", "H", "H", "H", "C", "O", "H", "H", "H", "H", "C", "O", "H", "H", "H", "H", "C", "O", "H", "H", "H", "H"], "xyz": [[-4.03, -2.07, -1.79], [-3.02, 3.33, -3.94], [-0.01, -0.16, 0.69], [-0.74, -1.20, 1.35], [-0.97, 0.32, -0.31], [0.68, 0.86, 1.73], [1.98, 0.68, 1.90], [0.49, 2.09, 1.46], [0.19, 0.73, 2.96], [0.09, -2.11, 2.14], [-0.81, -3.26, 2.61], [-1.27, -3.66, 1.71], [-0.32, -4.07, 3.14], [-1.61, -2.87, 3.25], [0.68, -1.69, 2.96], [0.82, -2.66, 1.54], [0.84, -0.64, 0.21], [-4.35, -9.28, 1.92], [-3.74, -8.12, 1.57], [-5.24, -9.14, 2.52], [-4.59, -9.98, 1.12], [-3.61, -9.86, 2.48], [-4.22, -7.69, 0.86], [-0.91, 9.29, 0.64], [-0.53, 8.02, 1.11], [-1.78, 9.75, 1.13], [-0.15, 10.07, 0.68], [-1.00, 9.19, -0.45], [-1.29, 7.44, 1.14], [1.83, 6.59, -2.67], [0.81, 5.56, -2.63], [2.74, 6.05, -2.91], [1.59, 7.45, -3.30], [1.94, 6.97, -1.65], [0.77, 5.36, -1.69], [2.58, -7.88, 2.47], [4.03, -7.67, 2.66], [2.46, -8.62, 1.68], [2.15, -8.32, 3.37], [2.02, -6.98, 2.21], [4.06, -6.87, 3.18], [1.58, 1.43, -5.51], [0.49, 1.53, -6.31], [1.82, 2.31, -4.92], [1.41, 0.65, -4.77], [2.42, 1.14, -6.15], [0.13, 0.67, -6.53], [0.67, -4.33, -2.72], [-0.69, -4.28, -2.45], [1.25, -4.79, -1.92], [0.91, -4.95, -3.58], [0.93, -3.29, -2.95], [-1.07, -5.16, -2.54], [-4.27, 6.47, -0.24], [-3.30, 5.43, -0.32], [-4.06, 6.84, 0.76], [-4.04, 7.17, -1.04], [-5.32, 6.19, -0.32], [-3.48, 4.77, 0.35], [5.28, 5.39, 1.14], [5.80, 6.66, 1.57], [5.92, 4.79, 0.49], [4.96, 4.69, 1.91], [4.42, 5.62, 0.51], [6.56, 6.48, 2.14], [-6.45, -3.50, 2.84], [-6.72, -3.32, 1.49], [-5.66, -2.87, 3.26], [-7.38, -3.35, 3.39], [-6.30, -4.57, 2.96], [-7.58, -3.68, 1.28], [5.47, -1.07, -1.15], [5.08, -0.11, -2.17], [5.47, -2.09, -1.52], [6.51, -0.85, -0.93], [4.94, -0.90, -0.21], [5.75, -0.09, -2.85]]}

{"formula": "C14H47N3O9", "method": "ωB97M-V/def2-TZVPD", "max_force_ev_per_a": 2.7, "energy_ha": -1402.83228, "mol_weight_g_mol": 401.5, "de_lowest_ev": 3.525, "smiles": "COC[C@H](C)N.COC[C@H](C)N.COC[C@H](C)N.OCCO.O.O.O.O", "e_homo_ev": -8.9, "total_charge": 0, "elements": ["C", "O", "C", "C", "C", "N", "H", "H", "H", "H", "H", "H", "H", "H", "H", "H", "H", "C", "O", "C", "C", "C", "N", "H", "H", "H", "H", "H", "H", "H", "H", "H", "H", "H", "C", "O", "C", "C", "C", "N", "H", "H", "H", "H", "H", "H", "H", "H", "H", "H", "H", "O", "C", "C", "O", "H", "H", "H", "H", "H", "H", "O", "H", "H", "O", "H", "H", "O", "H", "H", "O", "H", "H"], "xyz": [[-6.25, -1.92, 11.16], [-7.33, -1.85, 10.19], [-6.99, -0.97, 9.01], [-8.24, -0.79, 8.07], [-7.93, 0.17, 6.92], [-9.26, -0.14, 8.89], [-6.59, -2.14, 12.17], [-5.69, -0.99, 11.25], [-5.52, -2.66, 10.84], [-6.46, -0.05, 9.26], [-6.23, -1.50, 8.43], [-8.71, -1.69, 7.69], [-8.58, 0.20, 6.05], [-6.94, -0.11, 6.56], [-7.81, 1.17, 7.34], [-9.21, -0.32, 9.88], [-9.28, 0.87, 8.84], [5.01, -4.25, 0.40], [5.23, -5.62, 0.52], [6.38, -5.97, 1.33], [6.20, -7.50, 1.32], [7.09, -8.38, 2.24], [6.28, -7.99, -0.11], [4.86, -3.85, 1.41], [4.18, -4.15, -0.29], [5.83, -3.73, -0.10], [7.27, -5.59, 0.84], [6.42, -5.50, 2.31], [5.17, -7.77, 1.55], [8.13, -8.04, 2.28], [6.99, -9.39, 1.83], [6.59, -8.43, 3.20], [5.77, -8.87, -0.16], [5.58, -7.38, -0.49], [3.83, 4.15, -10.76], [3.77, 3.88, -9.36], [5.06, 3.41, -8.83], [5.03, 3.05, -7.32], [4.59, 4.30, -6.47], [6.36, 2.54, -6.82], [3.31, 3.28, -11.16], [4.76, 4.25, -11.31], [3.18, 4.97, -11.07], [5.37, 2.56, -9.44], [5.79, 4.19, -9.05], [4.36, 2.21, -7.14], [3.63, 4.67, -6.82], [5.39, 5.03, -6.58], [4.55, 4.04, -5.41], [6.28, 2.23, -5.86], [6.57, 1.71, -7.36], [-2.25, 3.93, 0.30], [-1.38, 4.12, -0.82], [-1.49, 2.89, -1.86], [-2.64, 2.86, -2.69], [-2.05, 3.21, 0.91], [-1.53, 5.12, -1.23], [-0.37, 4.22, -0.43], [-1.42, 1.95, -1.31], [-0.72, 2.98, -2.63], [-2.32, 3.07, -3.57], [-5.54, 7.94, 0.46], [-5.02, 7.26, 0.89], [-5.60, 7.66, -0.46], [-1.05, 3.86, -8.20], [-1.66, 4.13, -8.89], [-0.25, 3.62, -8.67], [-0.94, 1.36, 5.23], [-0.16, 1.72, 5.65], [-1.05, 0.50, 5.62], [-6.98, -2.83, -2.92], [-6.92, -1.88, -3.01], [-6.42, -3.03, -2.17]]}

Number 1 is which compound? C14H44O8

What did the second record say?
{"formula": "C14H46Ba2F3O12", "method": "ωB97M-V/def2-TZVPD", "max_force_ev_per_a": 3.8, "energy_ha": -1813.09364, "mol_weight_g_mol": 738.2, "de_lowest_ev": 11.811, "e_homo_ev": -14.0, "total_charge": 3, "elements": ["Ba", "Ba", "C", "O", "O", "C", "F", "F", "F", "C", "C", "H", "H", "H", "H", "H", "H", "C", "O", "H", "H", "H", "H", "C", "O", "H", "H", "H", "H", "C", "O", "H", "H", "H", "H", "C", "O", "H", "H", "H", "H", "C", "O", "H", "H", "H", "H", "C", "O", "H", "H", "H", "H", "C", "O", "H", "H", "H", "H", "C", "O", "H", "H", "H", "H", "C", "O", "H", "H", "H", "H", "C", "O", "H", "H", "H", "H"], "xyz": [[-4.03, -2.07, -1.79], [-3.02, 3.33, -3.94], [-0.01, -0.16, 0.69], [-0.74, -1.20, 1.35], [-0.97, 0.32, -0.31], [0.68, 0.86, 1.73], [1.98, 0.68, 1.90], [0.49, 2.09, 1.46], [0.19, 0.73, 2.96], [0.09, -2.11, 2.14], [-0.81, -3.26, 2.61], [-1.27, -3.66, 1.71], [-0.32, -4.07, 3.14], [-1.61, -2.87, 3.25], [0.68, -1.69, 2.96], [0.82, -2.66, 1.54], [0.84, -0.64, 0.21], [-4.35, -9.28, 1.92], [-3.74, -8.12, 1.57], [-5.24, -9.14, 2.52], [-4.59, -9.98, 1.12], [-3.61, -9.86, 2.48], [-4.22, -7.69, 0.86], [-0.91, 9.29, 0.64], [-0.53, 8.02, 1.11], [-1.78, 9.75, 1.13], [-0.15, 10.07, 0.68], [-1.00, 9.19, -0.45], [-1.29, 7.44, 1.14], [1.83, 6.59, -2.67], [0.81, 5.56, -2.63], [2.74, 6.05, -2.91], [1.59, 7.45, -3.30], [1.94, 6.97, -1.65], [0.77, 5.36, -1.69], [2.58, -7.88, 2.47], [4.03, -7.67, 2.66], [2.46, -8.62, 1.68], [2.15, -8.32, 3.37], [2.02, -6.98, 2.21], [4.06, -6.87, 3.18], [1.58, 1.43, -5.51], [0.49, 1.53, -6.31], [1.82, 2.31, -4.92], [1.41, 0.65, -4.77], [2.42, 1.14, -6.15], [0.13, 0.67, -6.53], [0.67, -4.33, -2.72], [-0.69, -4.28, -2.45], [1.25, -4.79, -1.92], [0.91, -4.95, -3.58], [0.93, -3.29, -2.95], [-1.07, -5.16, -2.54], [-4.27, 6.47, -0.24], [-3.30, 5.43, -0.32], [-4.06, 6.84, 0.76], [-4.04, 7.17, -1.04], [-5.32, 6.19, -0.32], [-3.48, 4.77, 0.35], [5.28, 5.39, 1.14], [5.80, 6.66, 1.57], [5.92, 4.79, 0.49], [4.96, 4.69, 1.91], [4.42, 5.62, 0.51], [6.56, 6.48, 2.14], [-6.45, -3.50, 2.84], [-6.72, -3.32, 1.49], [-5.66, -2.87, 3.26], [-7.38, -3.35, 3.39], [-6.30, -4.57, 2.96], [-7.58, -3.68, 1.28], [5.47, -1.07, -1.15], [5.08, -0.11, -2.17], [5.47, -2.09, -1.52], [6.51, -0.85, -0.93], [4.94, -0.90, -0.21], [5.75, -0.09, -2.85]]}